Here is a single CH2N4OS molecule in a non-equilibrium geometry from the Open Molecules 2025 dataset. Energies are from ωB97M-V with the def2-TZVPD basis set.

Structure (XYZ):
```
9
Properties=species:S:1:pos:R:3
H 0.3143 2.3039 -0.2467
C -0.6038 0.5612 -0.0951
N -1.5488 -1.4933 -0.1020
O -1.7617 -0.1414 -0.1989
N -0.3303 -1.7019 -0.0733
N -0.5836 1.8107 -0.0547
S 2.0038 -0.3654 -0.2168
H 2.1900 -0.4575 1.1293
N 0.3201 -0.5163 -0.1419
```

Results
**Gap between HOMO and LUMO**: 10.225 eV
**Energy relative to the best compared isomer or geometry (same formula, charge and spin)**: 0.606 eV
**LUMO energy**: 0.3695 eV
**Total charge**: 0
**E_HOMO**: -0.362 Ha
**Structure (SMILES)**: [H]/N=c1/onnn1S


Here is a molecular structure, C2H3CuO2 in a non-equilibrium geometry from the Open Molecules 2025 dataset. Energies are from ωB97M-V with the def2-TZVPD basis set.

Structure (XYZ):
```
8
Properties=species:S:1:pos:R:3
C 0.3518 0.2993 0.8604
H -0.4707 1.2455 0.4826
H 2.0385 0.1404 1.7129
Cu -2.5366 -1.3986 -1.8714
O -1.3070 -0.7077 -0.5337
O 1.6086 0.5664 0.9542
C -0.2491 -0.0161 -0.4266
H 0.5645 -0.1292 -1.1783
```

Results
**Gap between HOMO and LUMO (alpha / beta)**: 8.823 / 8.150 eV
**2S+1**: 2
**Energy relative to the best compared isomer or geometry (same formula, charge and spin)**: 2.679 eV
**LUMO energy (alpha / beta)**: -5.5150 / -6.0647 eV
**Total charge**: +1
**E_HOMO (alpha / beta)**: -0.527 / -0.522 Ha


Here is a molecular structure, C16H17BrN4SW from the Open Molecules 2025 dataset. Energies are from ωB97M-V with the def2-TZVPD basis set.

Structure (XYZ):
```
40
Properties=species:S:1:pos:R:3
H 0.1013 -2.3248 -1.5194
H 3.0299 3.2986 0.3659
N 0.8291 2.3385 0.1321
H 0.2379 -4.7956 2.7857
N 3.0970 2.3902 -0.0764
N -0.2722 1.5603 -0.0856
N -2.2327 -0.0594 -0.5885
C 4.4467 1.8971 -0.3852
H -0.6102 4.0983 -0.5555
C 0.1436 -4.2271 -0.5763
H 4.6625 0.5970 1.3319
H -2.8957 -2.0020 -0.8678
Br 0.2726 -6.7632 0.6229
C -1.4118 2.1591 -0.2660
C 0.0847 -2.1481 0.7005
C -3.2054 -0.9722 -0.7476
C -4.5411 -0.6201 -0.7512
S 1.9648 0.1431 -1.0037
H 0.1586 -2.3260 2.8518
C -1.5676 3.6304 -0.3513
W -0.1556 -0.5295 -0.3996
C -2.5581 1.2507 -0.4445
H 5.2679 2.2411 1.5871
C 0.0865 -2.8428 -0.5297
C 0.1958 -4.9052 0.6351
H -2.2860 3.8901 -1.1281
H -5.2961 -1.3831 -0.8736
C -3.8709 1.6643 -0.4474
H -5.9162 1.0193 -0.5959
C 5.1808 1.4329 0.8609
C -4.8781 0.7144 -0.5982
H -4.1094 2.7114 -0.3296
H -1.9373 4.0290 0.5986
H 6.1865 1.1099 0.5962
H 0.1652 -4.7692 -1.5109
C 0.1517 -2.8519 1.9067
C 0.1980 -4.2253 1.8676
H 4.9763 2.7141 -0.8728
H 4.3590 1.0948 -1.1151
C 1.9480 1.7608 -0.2230
```

Results
**Gap between HOMO and LUMO (alpha / beta)**: 6.648 / 6.633 eV
**2S+1**: 3
**Energy relative to the best compared isomer or geometry (same formula, charge and spin)**: 0.097 eV
**LUMO energy (alpha / beta)**: -8.1407 / -8.1778 eV
**Total charge**: +2
**E_HOMO (alpha / beta)**: -0.543 / -0.544 Ha


Here is 3 unconnected molecules or ions with the total composition C2H10NO3 in a non-equilibrium geometry from the Open Molecules 2025 dataset. Energies are from ωB97M-V with the def2-TZVPD basis set.

Structure (XYZ):
```
16
Properties=species:S:1:pos:R:3
H 2.6470 -1.3745 -0.4801
H -2.4446 1.1656 2.6002
H 0.3997 1.5403 -1.1325
H -0.6881 -1.1896 -0.3252
O -0.8681 -2.0488 -0.8548
O -0.5087 0.2686 0.1865
H 2.4677 0.6179 0.7442
C 1.9442 0.5354 -0.2224
H 0.4781 2.1423 0.3752
O -2.5564 0.9585 1.6801
H -1.8117 -1.9365 -1.0370
N 1.9980 -0.7360 -0.9121
H -1.6831 0.6369 1.3214
H 1.1066 -1.1986 -1.0008
C 0.5298 1.1151 -0.0992
H 2.5811 1.1700 -0.8758
```

Results
**Gap between HOMO and LUMO**: 7.850 eV
**Energy relative to the best compared isomer or geometry (same formula, charge and spin)**: 0.641 eV
**LUMO energy**: 4.2077 eV
**Total charge**: -1
**E_HOMO**: -0.134 Ha


Here is 2 unconnected molecules or ions with the total composition CH4N3O2 in a non-equilibrium geometry from the Open Molecules 2025 dataset. Energies are from ωB97M-V with the def2-TZVPD basis set.

Structure (XYZ):
```
10
Properties=species:S:1:pos:R:3
H -1.8170 -1.0269 0.6826
H -1.3352 1.0926 -0.3050
N 1.6957 0.4239 0.3411
O 1.6267 1.6422 0.2295
O 1.9481 -0.3235 -0.6992
C -1.6456 0.1677 -0.8491
N 1.5265 -0.1267 1.5004
N -1.9679 -0.8983 -0.3173
H 1.5643 -1.0965 1.3775
H -1.5956 0.1455 -1.9605
```

Results
**Gap between HOMO and LUMO**: 8.489 eV
**Energy relative to the best compared isomer or geometry (same formula, charge and spin)**: 2.695 eV
**LUMO energy**: 4.3715 eV
**Total charge**: -1
**E_HOMO**: -0.151 Ha


Here is a single C6H14O molecule from the Open Molecules 2025 dataset. Energies are from ωB97M-V with the def2-TZVPD basis set.

Structure (XYZ):
```
21
Properties=species:S:1:pos:R:3
C 0.8636 -0.5708 -1.9176
H -0.9775 -1.1560 -0.9265
H -0.2451 -0.4048 2.0783
C 0.0128 -0.7589 -0.6614
H 0.8641 0.9777 0.2692
C -0.7837 0.3604 1.5040
O -1.3536 1.3989 3.5698
C 1.1338 -1.8672 -2.6830
H -1.3204 2.2161 4.0803
H 0.2665 2.0046 2.4080
H 2.0122 -1.7692 -3.3289
C -0.1355 0.5383 0.1329
H 0.2861 -2.1496 -3.3157
H 0.3803 0.1576 -2.5830
H 1.8184 -0.1186 -1.6180
H 0.4871 -1.5188 -0.0230
H -1.8192 0.0114 1.4047
C -0.7732 1.6507 2.3043
H 1.3236 -2.6996 -1.9952
H -1.3299 2.4311 1.7587
H -0.7101 1.2665 -0.4579
```

Results
**Gap between HOMO and LUMO**: 11.306 eV
**Energy relative to the best compared isomer or geometry (same formula, charge and spin)**: 0.378 eV
**LUMO energy**: 1.0097 eV
**Total charge**: 0
**E_HOMO**: -0.378 Ha
**Structure (SMILES)**: CCCCCCO


Here is a single C6H10O molecule from the Open Molecules 2025 dataset. Energies are from ωB97M-V with the def2-TZVPD basis set.

Structure (XYZ):
```
17
Properties=species:S:1:pos:R:3
H -1.4424 0.9749 -2.2123
C -0.7204 -1.0669 0.5227
H 2.9002 0.8513 0.8033
H 1.2934 2.1799 1.9296
O 0.5966 -1.3979 -0.0044
H -0.5963 -0.3698 1.3520
H 2.4813 -1.0772 -0.3787
H -2.5315 -0.2054 -0.1578
C -1.5617 -0.4712 -0.5974
C 0.8255 1.2873 1.4709
H -1.7552 -1.2493 -1.3456
C -0.9371 0.7533 -1.2678
H 0.1175 0.5804 -1.5018
C 1.6371 -0.6347 0.1553
H -1.1202 -2.0318 0.8468
C 1.8459 0.5543 0.8449
H -0.9818 1.6301 -0.6176
```

Results
**Gap between HOMO and LUMO**: 7.517 eV
**Energy relative to the best compared isomer or geometry (same formula, charge and spin)**: 3.893 eV
**LUMO energy**: -0.2850 eV
**Total charge**: 0
**E_HOMO**: -0.287 Ha


Here is 2 unconnected molecules or ions with the total composition C5H13Br2NSi in a non-equilibrium geometry from the Open Molecules 2025 dataset. Energies are from ωB97M-V with the def2-TZVPD basis set.

Structure (XYZ):
```
22
Properties=species:S:1:pos:R:3
H 0.8961 -0.9915 2.4957
H 1.6728 0.5227 1.5433
H -0.7899 -0.2397 -2.1842
H 0.4082 0.5583 2.7881
N 1.0478 0.2052 -1.3581
H -1.8972 -1.0256 0.0518
H -0.4007 2.1737 0.9618
H -0.5148 -1.9163 -0.1371
C 0.7874 0.0399 1.9806
C -0.9163 1.3424 0.4962
H 0.2728 -1.5823 -2.1865
H -1.1460 1.2251 -0.6089
H 0.6227 -0.4085 -3.1746
C -0.2587 0.0535 0.8858
C -0.9710 -1.2018 0.6202
H 3.5628 -0.2447 -2.0537
H -2.0074 1.3342 0.8604
Si 2.6945 0.0898 -1.0662
C 0.2173 -0.5452 -2.2156
H -1.0470 -1.6178 1.6735
Br 3.4333 1.8299 0.1790
Br 2.9576 -1.8453 0.2099
```

Results
**Gap between HOMO and LUMO (alpha / beta)**: 6.926 / 7.826 eV
**2S+1**: 3
**LUMO energy (alpha / beta)**: 0.6108 / -2.1419 eV
**Total charge**: 0
**E_HOMO (alpha / beta)**: -0.232 / -0.366 Ha